(1)
Density functional theory data (ωB97M-V/def2-TZVPD) for 2 unconnected molecules or ions with the total composition C9H16N3O at a distorted geometry.

XYZ file:
```
29
Properties=species:S:1:pos:R:3:forces:R:3:mulliken_charge:R:1
C 0.948 1.139 2.967 1.891 -1.424 3.029 -1.039
C 1.137 1.549 0.551 0.468 -0.342 0.142 0.683
N 1.099 0.695 1.630 -0.537 3.398 -3.311 -0.064
N 0.756 2.895 0.650 0.402 -2.935 0.278 -0.413
N 1.689 1.075 -0.633 -0.061 -1.778 3.104 -0.370
H 1.326 -0.270 1.514 -0.063 -0.449 -0.291 0.280
H 0.082 3.292 1.295 0.288 -0.693 0.080 0.216
H 1.093 3.526 -0.030 0.316 0.442 -0.860 0.213
H 2.019 0.077 -0.687 -0.624 1.636 0.485 0.231
H 1.610 1.464 -1.526 -0.573 1.188 -1.043 0.222
H 0.413 0.370 3.554 -0.215 0.523 -0.511 0.307
H 0.575 2.120 3.226 -0.318 0.155 -0.772 0.364
H 1.983 1.074 3.424 -0.958 0.427 -0.256 0.335
C -1.242 -0.414 -3.268 2.904 -0.088 -3.204 -1.188
C -1.861 -0.255 -0.876 0.402 -1.149 -1.004 -0.489
C -1.169 -1.020 -1.907 -0.197 2.193 1.090 0.744
C -1.603 -0.631 0.421 1.145 0.440 0.978 -0.525
C -0.319 -2.067 -1.553 0.171 -0.456 -2.755 -0.664
C -0.603 -1.576 0.735 -1.319 -0.808 -1.018 0.398
C -0.101 -2.430 -0.246 -0.380 1.600 0.624 -0.327
O -0.259 -1.745 2.046 -0.094 0.038 0.164 -0.502
H -2.579 0.590 -1.099 0.987 -1.242 0.083 0.360
H -2.001 -0.124 1.293 -0.301 0.125 -0.170 0.443
H -2.239 -0.310 -3.603 -1.226 0.330 -0.202 0.368
H -0.759 -1.102 -4.132 -0.863 1.446 2.139 0.300
H 0.237 -2.640 -2.391 -1.158 0.984 1.441 0.231
H 0.479 -3.283 -0.024 0.754 -0.729 0.385 0.413
H 0.010 -2.661 2.100 0.247 -0.408 0.596 0.284
H -0.721 0.661 -3.432 -1.086 -2.424 0.778 0.189
```
Forces are in eV/Å.

Calculated values
- DFT total energy (Eh) = -591.80008
- charge = +1
- E_HOMO (eV) = -11.57
- ΔE to the lowest compared entry with this formula, charge and spin (kJ/mol) = 145.8



(2)
Density functional theory data (ωB97M-V/def2-TZVPD) for 2 unconnected molecules or ions with the total composition C9H16N3O at a distorted geometry.

XYZ file:
```
29
Properties=species:S:1:pos:R:3:forces:R:3:mulliken_charge:R:1
C 0.909 0.822 -2.821 0.102 0.586 -0.826 -1.175
C 0.295 -1.402 -2.069 0.101 -0.311 0.355 0.663
N -0.004 -0.149 -2.258 -0.087 0.762 -0.436 -0.046
N 1.597 -1.791 -2.107 -0.037 -0.411 -0.756 -0.477
N -0.662 -2.294 -1.804 -0.233 -0.048 0.603 -0.362
H -0.957 0.177 -2.122 -0.093 -0.306 0.137 0.268
H 1.771 -2.761 -1.895 -0.100 -0.110 0.104 0.240
H 2.072 -1.550 -2.967 0.285 0.377 0.157 0.281
H -1.528 -1.986 -1.387 -0.085 0.200 -0.134 0.231
H -0.419 -3.244 -1.589 0.173 -0.106 0.011 0.230
H 0.987 0.711 -3.905 0.021 -0.261 -0.006 0.400
H 1.902 0.798 -2.413 0.349 -0.268 0.472 0.438
H 0.534 1.831 -2.696 -0.265 -0.030 0.381 0.318
C 1.322 0.551 3.636 0.392 0.183 -0.568 -1.360
C -1.628 -0.311 1.411 -0.475 -0.277 0.668 -0.455
C -0.769 -0.341 2.514 -0.032 0.082 -1.106 -0.602
C -1.521 0.703 0.491 0.274 0.754 -0.858 0.374
C 0.195 0.652 2.639 -0.311 -0.087 1.232 0.582
C -0.693 1.798 0.708 0.143 -0.272 0.535 -0.456
C 0.077 1.803 1.862 0.582 -0.434 -0.470 -0.537
O -2.166 0.649 -0.763 -0.753 -0.178 0.368 -0.617
H -2.444 -1.031 1.355 0.289 -0.079 -0.273 0.441
H -0.842 -1.184 3.180 0.181 -0.005 0.255 0.414
H -3.129 0.700 -0.642 0.334 0.016 -0.087 0.346
H -0.591 2.607 -0.003 -0.372 0.019 -0.026 0.497
H 1.581 1.562 3.948 0.083 -0.129 0.426 0.358
H 2.206 0.164 3.117 -0.038 0.113 -0.086 0.280
H 0.706 2.650 2.109 0.067 0.014 -0.199 0.353
H 1.200 -0.133 4.471 -0.495 0.208 0.127 0.374
```
Forces are in eV/Å.

Calculated values
- DFT total energy (Eh) = -591.84676
- charge = +1
- E_HOMO (eV) = -11.79
- ΔE to the lowest compared entry with this formula, charge and spin (kJ/mol) = 23.2



(3)
Density functional theory data (ωB97M-V/def2-TZVPD) for 2 unconnected molecules or ions with the total composition C9H16N3O at a distorted geometry.

XYZ file:
```
29
Properties=species:S:1:pos:R:3:forces:R:3:lowdin_spin:R:1
C -0.606 0.770 2.501 0.055 2.921 1.256 0.000
C 0.333 -1.346 1.667 0.866 1.537 1.914 0.001
N -0.147 -0.116 1.464 -0.122 -0.984 -1.119 0.003
N 0.585 -1.679 2.963 0.446 -0.946 -0.312 0.001
N 0.818 -2.130 0.701 -0.627 -0.632 0.280 -0.001
H -0.281 0.230 0.490 -0.158 -0.805 1.386 0.002
H -0.020 -1.641 3.762 -0.614 0.669 -0.208 0.000
H 1.417 -2.207 3.194 -0.130 -0.327 -0.554 0.000
H 0.740 -1.828 -0.256 0.027 -0.036 -0.056 0.000
H 0.666 -3.127 0.877 0.470 0.414 -0.250 0.000
H 0.111 1.529 2.923 0.416 -1.017 -0.866 0.000
H -1.038 0.455 3.469 -0.191 -0.973 -1.117 0.000
H -1.298 1.447 2.002 -0.512 -0.282 0.237 0.000
C -1.521 -1.042 -2.708 0.561 -0.834 -1.121 0.049
C 0.730 -0.201 -2.106 2.962 -1.003 0.874 0.029
C -0.636 -0.019 -2.137 -0.897 0.452 -0.050 0.224
C 1.608 0.640 -1.442 -0.981 -0.342 -0.952 0.138
C -1.157 1.143 -1.515 -0.294 0.758 1.019 0.054
C 1.026 1.785 -0.817 0.672 1.097 1.430 0.190
C -0.368 2.065 -0.859 -0.990 -0.491 -1.824 0.077
O 1.796 2.452 0.012 0.588 0.401 -0.561 0.195
H 1.227 -1.147 -2.398 -0.755 0.581 -0.635 -0.002
H 2.676 0.410 -1.486 -0.333 0.439 0.511 0.003
H -2.288 -0.714 -3.428 -0.145 0.343 0.880 0.010
H -1.922 -1.625 -1.858 -0.257 0.066 -0.558 0.023
H -2.233 1.222 -1.423 -0.068 0.272 -0.396 -0.001
H -0.841 2.998 -0.542 0.513 -0.322 0.446 0.000
H 1.517 3.351 0.305 -0.253 -0.685 -0.207 0.002
H -0.893 -1.675 -3.357 -0.251 -0.272 0.550 0.001
```
Forces are in eV/Å.

Calculated values
- expectation value of S² = 0.77
- DFT total energy (Eh) = -591.39920
- charge = +2
- 2S+1 = 2
- E_HOMO (spin up / spin down) (eV) = -17.42 / -17.56
- ΔE to the lowest compared entry with this formula, charge and spin (kJ/mol) = 165.6



(4)
Density functional theory data (ωB97M-V/def2-TZVPD) for a molecular structure, C9H16N3OPdS4 at a distorted geometry.

XYZ file:
```
34
Properties=species:S:1:pos:R:3:forces:R:3:mulliken_charge:R:1
Pd 0.852 0.340 -1.348 0.035 -0.051 -0.003 0.238
N -1.735 -2.746 2.850 0.012 0.086 -0.023 -0.210
C -1.151 -1.718 1.888 -0.024 -0.064 0.040 0.210
C -2.291 -0.920 1.270 0.004 -0.012 0.073 -1.362
C -1.734 0.162 0.336 -0.130 -0.187 -0.079 0.437
N -1.161 -0.441 -0.903 0.184 0.444 0.077 -0.622
C -0.724 1.025 1.086 0.051 0.014 -0.073 -1.725
C 0.416 0.230 1.713 0.124 -0.166 0.084 0.433
N 1.328 -0.363 0.693 -0.163 0.418 -0.190 -0.624
C -0.151 -0.852 2.642 -0.068 -0.014 0.026 -1.364
H -2.399 -3.366 2.384 -0.040 -0.034 -0.053 0.375
H -2.234 -2.273 3.606 -0.037 0.032 0.056 0.393
H -1.008 -3.322 3.275 0.066 -0.030 0.015 0.375
H -0.646 -2.319 1.129 0.002 -0.038 -0.001 0.245
H -2.860 -0.425 2.065 0.030 -0.031 -0.010 0.472
H -2.978 -1.577 0.728 0.010 0.025 0.003 0.427
H -2.562 0.807 0.052 -0.058 -0.010 -0.126 0.403
H -1.691 -0.188 -1.729 -0.150 0.009 -0.002 0.372
H -1.129 -1.451 -0.871 -0.045 -0.082 -0.082 0.185
H -1.243 1.591 1.867 -0.004 -0.116 0.017 0.486
H -0.306 1.753 0.397 0.046 0.160 -0.076 0.563
H 0.991 0.919 2.328 0.139 -0.003 0.002 0.407
H 1.331 -1.374 0.705 0.098 -0.080 0.015 0.187
H 2.288 -0.063 0.820 0.060 0.022 0.133 0.371
H -0.658 -0.355 3.477 -0.002 -0.030 -0.031 0.472
H 0.657 -1.462 3.058 -0.008 0.023 -0.009 0.427
O 3.930 3.758 -6.352 -0.052 -0.140 0.084 -0.508
C 3.391 3.148 -5.476 0.067 0.226 -0.097 0.525
S 1.689 2.619 -5.545 0.058 -0.034 0.062 -0.151
C 1.685 1.884 -3.960 -0.955 -0.096 -0.308 0.258
C 2.797 1.919 -3.252 0.703 -0.134 0.707 0.257
S 2.907 1.206 -1.643 -0.190 -0.008 -0.230 -0.394
S 4.197 2.699 -3.948 -0.068 -0.043 -0.043 -0.151
S 0.203 1.157 -3.340 0.302 -0.054 0.039 -0.404
```
Forces are in eV/Å.

Calculated values
- DFT total energy (Eh) = -2312.48858
- charge = +1
- E_HOMO (eV) = -8.97
- ΔE to the lowest compared entry with this formula, charge and spin (kJ/mol) = 7.1



(5)
Density functional theory data (ωB97M-V/def2-TZVPD) for a molecular structure, C9H16N4 at a distorted geometry.

XYZ file:
```
29
Properties=species:S:1:pos:R:3:forces:R:3:mulliken_charge:R:1
C -0.411 3.404 0.576 1.032 -0.148 0.083 -0.723
C 0.752 2.687 0.532 -0.418 0.976 0.391 0.077
C -0.949 1.549 -0.355 0.342 0.238 0.723 0.538
C 2.824 -1.099 -0.003 -0.122 -0.862 0.055 0.209
C 1.062 0.297 -0.219 -0.415 -1.253 -0.253 -0.190
C -1.667 0.558 -1.116 0.095 0.296 -0.878 -0.650
C -3.923 -1.007 0.649 -0.283 0.478 0.159 -1.048
C 3.421 1.237 -0.145 0.529 0.617 0.105 -1.324
C -2.679 -1.427 -0.023 -0.645 -0.702 0.243 -0.322
N -1.427 2.691 0.025 -0.742 -0.658 -0.515 -0.458
N 0.446 1.462 -0.041 -0.074 -0.092 -0.335 0.234
N 4.036 -1.501 0.219 0.126 0.287 0.018 -0.235
N 2.424 0.174 -0.100 -0.161 0.658 0.098 0.175
H -0.574 4.393 0.956 0.048 0.156 0.117 0.439
H 1.714 2.950 0.920 0.203 -0.042 0.033 0.505
H 2.036 -1.842 -0.087 0.099 0.106 -0.065 0.383
H -2.103 -0.353 -0.404 0.248 0.138 0.207 -0.082
H -2.574 0.982 -1.543 -0.120 -0.210 0.169 0.440
H -1.061 0.018 -1.837 -0.131 -0.231 0.148 0.369
H -4.599 -0.460 -0.007 0.000 -0.010 -0.030 0.369
H -3.751 -0.444 1.565 0.024 -0.008 -0.022 0.369
H -4.460 -1.923 0.935 0.142 -0.109 -0.050 0.374
H 3.013 2.095 -0.677 0.020 -0.115 0.022 0.500
H 4.293 0.899 -0.707 -0.072 0.023 -0.022 0.485
H 3.732 1.539 0.856 -0.026 -0.013 -0.015 0.405
H -2.814 -1.965 -0.956 0.213 0.177 -0.190 0.355
H -1.919 -1.857 0.623 0.311 0.268 -0.143 0.289
H 4.246 -2.492 0.278 -0.131 0.077 -0.032 0.284
H 4.820 -0.872 0.358 -0.091 -0.043 -0.019 0.233
```
Forces are in eV/Å.

Calculated values
- DFT total energy (Eh) = -570.80964
- charge = +2
- E_HOMO (eV) = -16.31
- ΔE to the lowest compared entry with this formula, charge and spin (kJ/mol) = 176.9



(6)
Density functional theory data (ωB97M-V/def2-TZVPD) for a single C9H16N8 molecule at a distorted geometry.

XYZ file:
```
33
Properties=species:S:1:pos:R:3:forces:R:3:mulliken_charge:R:1
N 5.988 1.524 -1.685 -7.894 -4.030 -2.743 -0.423
N 3.853 0.312 -2.268 4.937 0.881 -1.520 -0.420
N 2.635 1.239 -0.515 1.757 -0.002 -3.031 -0.604
N 1.781 -0.579 -1.735 -0.566 -0.403 -2.188 -0.705
N 0.488 0.521 -0.084 -2.093 0.533 -1.261 -0.130
N 4.942 0.997 -1.986 2.719 1.758 2.857 0.648
C 2.690 0.328 -1.553 -0.151 2.593 4.594 0.580
C 1.473 1.420 0.074 1.481 -3.658 -1.189 0.298
C 0.619 -0.402 -1.069 2.102 -0.138 2.820 0.371
N 1.527 2.267 1.068 -3.603 2.121 1.156 -0.238
N -0.198 -1.479 -1.086 -2.530 -2.216 -0.323 -0.164
C 0.634 1.362 3.041 2.262 -1.011 1.841 -0.953
C -2.550 -2.760 -0.889 0.546 -1.788 -0.839 -1.431
C -2.418 -0.413 -1.590 -0.521 -0.134 0.184 -1.734
C -1.992 -1.118 0.703 -1.560 0.907 1.834 -1.005
C 0.315 2.348 1.940 1.045 -0.636 0.675 -0.187
C -1.719 -1.486 -0.682 -0.718 1.310 -2.301 1.213
H 2.437 2.454 1.445 0.087 0.257 -0.005 0.295
H 0.187 -2.346 -1.555 -0.754 1.874 0.575 0.309
H 1.382 1.816 3.803 -1.255 -0.868 -1.003 0.273
H -0.247 0.985 3.550 -0.138 0.262 0.387 0.350
H 1.148 0.384 2.633 -0.990 2.041 0.447 0.234
H -2.401 -3.502 -0.033 -0.496 1.045 -1.012 0.356
H -3.649 -2.497 -1.079 1.674 -0.350 0.709 0.310
H -2.229 -3.312 -1.801 -0.184 0.304 0.348 0.425
H -1.944 0.530 -1.535 1.006 1.014 0.185 0.456
H -2.362 -0.721 -2.608 0.053 -0.323 -0.923 0.408
H -3.486 -0.125 -1.406 0.736 -0.987 0.381 0.387
H -1.593 -0.142 0.906 0.602 0.159 0.568 0.008
H -3.129 -0.949 0.824 1.641 -0.742 -0.127 0.324
H -1.648 -1.919 1.364 -0.019 0.474 0.345 0.383
H -0.591 1.875 1.575 0.294 0.525 -1.447 0.035
H 0.056 3.390 2.234 0.529 -0.771 0.007 0.330
```
Forces are in eV/Å.

Calculated values
- DFT total energy (Eh) = -790.47903
- charge = 0
- E_HOMO (eV) = -8.75